A molecular structure, C28H52O11Y, computed with the ωB97M-V functional and the def2-TZVPD basis.

Geometry as XYZ:
```
92
Properties=species:S:1:pos:R:3:forces:R:3
Y 1.93705 3.80230 -2.32410 -5.2 -1.4 5.0
O 2.37592 -4.06929 1.70520 1.1 2.4 0.5
O 0.00873 4.84200 -1.43135 2.2 -2.0 -1.5
O 3.37836 -2.07385 2.17843 -0.8 -0.7 -0.9
O -1.59083 -0.64237 -6.66821 2.9 -1.5 2.5
O -1.48519 1.73424 4.57666 2.3 -1.1 -2.0
O -0.65792 -2.48846 -5.76208 0.0 0.7 -0.3
O -5.39729 0.26827 1.07634 1.1 0.2 -1.2
O 1.36482 1.70850 -1.43380 1.6 3.0 -1.0
O 2.61535 4.74383 -0.26371 -0.1 -0.1 -2.1
O -0.30778 -0.19791 4.42008 -0.5 1.8 -0.8
O -1.16847 -4.88762 0.34374 0.8 -0.4 1.3
C 0.70135 1.62515 3.24635 -1.0 0.5 1.0
C -1.24785 4.95352 -0.76596 -0.1 1.1 -1.0
C 2.94023 -2.71569 -0.17480 -0.7 0.2 1.0
C 0.62430 -0.45443 -5.50009 -1.9 -0.5 0.1
C -1.96277 3.76311 -0.19982 1.0 -0.7 0.8
C 0.96177 -0.66890 3.94430 0.6 0.3 0.4
C 2.10549 -4.79644 0.53318 -1.6 -1.0 0.4
C 0.86594 0.40682 -1.26493 -1.2 -0.1 -1.3
C 3.32155 5.98101 -0.03312 0.9 1.0 -0.1
C 1.76096 0.61847 3.63378 -0.1 -0.8 -0.4
C 3.22316 4.79357 1.96129 -0.5 -1.2 0.5
C 2.22255 4.15767 0.98516 1.3 -0.9 1.5
C -4.29725 0.51068 3.08623 0.6 0.5 -0.2
C -2.00018 -3.41690 -1.19609 -0.1 1.0 -1.0
C -3.42040 -0.36926 2.21676 0.7 -0.4 -0.6
C -2.03989 -3.78537 0.25393 0.7 -0.1 0.2
C -4.09201 -0.40577 0.82934 -1.0 -1.3 1.0
C -1.63909 -4.70028 -1.91420 -0.1 -2.0 -0.7
C 0.28652 -0.01005 0.07000 0.9 0.2 1.0
C 1.91358 -3.75868 -0.52235 0.8 -0.3 -1.8
C 1.47396 -1.64179 -5.18965 2.4 0.9 0.2
C 0.62405 -2.87461 -5.33649 0.9 -1.3 1.0
C 3.21634 6.17574 1.42692 0.0 1.6 1.0
C 2.93273 -2.83993 1.35236 0.6 -0.3 1.2
C -5.15600 1.22501 2.03352 -1.4 0.4 2.3
C -0.66818 -1.16682 -6.00913 -3.0 2.6 -2.5
C -0.50931 1.15447 4.08961 -1.3 -0.7 2.0
C -1.39913 -5.73708 -0.75430 -0.9 0.4 -0.9
H 2.89381 -5.53716 0.39911 0.1 0.1 -0.4
H 2.27108 6.68239 1.62158 -0.1 -0.1 0.3
H -1.29346 3.29549 0.52230 -0.1 -0.4 0.2
H 2.53933 -1.74636 -0.47108 0.8 0.2 0.1
H -3.66850 1.15362 3.70219 -0.3 0.3 0.0
H 0.83840 -1.36719 3.11650 -0.1 0.2 -0.2
H 1.86502 -1.53626 -4.17770 -0.1 -0.3 0.2
H 2.50946 0.46275 2.85687 0.1 -0.1 0.2
H -1.63085 -2.96762 0.84731 0.0 -0.1 0.4
H 1.57590 -0.36285 -1.56767 0.5 0.1 0.0
H 2.88181 4.70909 2.99301 -0.1 0.1 0.0
H -2.91779 -2.91444 -1.50207 -0.3 -0.4 -0.3
H -4.96521 -0.05949 3.73185 0.0 0.0 -0.1
H -2.23466 -6.40747 -0.55291 -0.8 0.4 -0.1
H 0.93031 0.27229 -6.25264 0.2 -0.3 0.0
H -1.23415 -2.67034 -1.40575 0.3 0.1 0.3
H 0.97757 2.63219 3.55888 -0.2 0.1 0.0
H 0.39986 1.67245 2.19994 0.2 -0.2 0.0
H 1.05943 -3.64638 -5.97125 -0.2 0.3 -0.5
H 0.05967 0.30238 -1.99096 -0.3 -0.1 -0.3
H 2.90964 6.84994 -0.54633 -0.3 -0.4 -0.5
H 1.22618 4.40338 1.35256 -0.3 0.1 -0.9
H -2.00636 5.38701 -1.41776 0.3 0.4 -0.6
H -0.76023 -4.67446 -2.55844 0.3 0.5 0.4
H 4.20496 4.32204 1.91843 0.0 0.0 -0.2
H -3.53560 0.14243 0.06908 -0.3 0.4 -0.2
H 2.23500 0.93506 4.56285 0.1 0.1 -0.2
H -2.81163 4.16437 0.35384 -0.2 -0.1 -0.1
H 1.42368 -1.21892 4.76419 -0.1 0.0 -0.1
H 0.46574 0.04833 -4.54605 -0.7 0.4 -0.2
H -1.13951 5.70500 0.01612 0.2 0.0 0.3
H -3.31109 -1.31731 2.74339 0.2 -0.2 -0.7
H 3.94572 -2.94901 -0.52502 0.0 0.3 -0.1
H -2.37192 -5.06469 -2.63410 -0.5 0.1 0.3
H 0.92687 -3.29557 -0.52728 -0.2 -0.4 0.3
H 1.14821 -5.28277 0.72082 0.2 -0.4 -0.1
H -0.43700 0.65283 0.54455 -0.1 0.3 -0.4
H 0.53908 -3.35928 -4.36387 -0.3 0.0 0.1
H -2.44836 0.06962 1.99176 0.2 0.0 0.7
H 2.38138 -1.54642 -5.78597 -0.1 -0.8 -0.4
H -3.03425 -4.04222 0.61916 -0.2 -0.1 0.0
H 2.10817 -4.16043 -1.51675 -0.2 -0.1 -0.1
H 4.00705 6.81411 1.82107 0.0 0.0 -0.1
H -0.63710 -6.49996 -0.91376 0.8 0.8 0.1
H -2.27036 3.00484 -0.91989 0.0 0.2 -0.2
H 4.38512 5.90444 -0.25908 0.0 -0.5 -0.6
H 2.38683 3.08771 0.85757 -0.4 0.0 0.1
H -4.68279 2.09675 1.58159 0.6 0.2 -0.5
H -6.08604 1.58132 2.47642 -0.3 0.0 -0.5
H -0.16653 -1.00098 0.03978 0.0 -0.1 -0.4
H 1.11140 -0.10866 0.77565 0.1 0.0 0.3
H -4.37812 -1.37827 0.42872 0.1 0.0 0.0
```
Positions in Å, forces in eV/Å.

Output
E_LUMO (spin up / spin down)   -7.46 / -10.47 eV
E_HOMO (spin up / spin down)   -13.852 / -13.852 eV
HOMO-LUMO gap (spin up / spin down)   0.235 / 0.124 Ha
Charge   +2
F_max   7.3 eV/A
Molar mass   653.6 g/mol
Multiplicity   2

List of Löwdin charges in e, atom by atom:
1 Y 1.93
2 O 0.03
3 O -0.41
4 O 0.10
5 O 0.08
6 O 0.07
7 O 0.05
8 O 0.17
9 O -0.41
10 O -0.31
11 O -0.01
12 O -0.15
13 C -0.09
14 C -0.39
15 C -0.07
16 C -0.07
17 C -0.11
18 C -0.15
19 C -0.17
20 C -0.39
21 C -0.17
22 C -0.14
23 C -0.14
24 C -0.17
25 C -0.09
26 C -0.19
27 C -0.12
28 C -0.22
29 C -0.02
30 C -0.13
31 C -0.07
32 C -0.17
33 C -0.18
34 C -0.16
35 C -0.18
36 C -0.41
37 C -0.11
38 C -0.41
39 C -0.38
40 C -0.17
41 H 0.14
42 H 0.14
43 H 0.05
44 H 0.09
45 H 0.12
46 H 0.11
47 H 0.10
48 H 0.11
49 H 0.11
50 H 0.09
51 H 0.13
52 H 0.11
53 H 0.14
54 H 0.12
55 H 0.13
56 H 0.08
57 H 0.12
58 H 0.08
59 H 0.14
60 H 0.10
61 H 0.14
62 H 0.13
63 H 0.11
64 H 0.09
65 H 0.13
66 H 0.15
67 H 0.13
68 H 0.08
69 H 0.13
70 H 0.10
71 H 0.11
72 H 0.14
73 H 0.14
74 H 0.11
75 H 0.10
76 H 0.11
77 H 0.05
78 H 0.11
79 H 0.10
80 H 0.12
81 H 0.13
82 H 0.12
83 H 0.14
84 H 0.12
85 H 0.07
86 H 0.14
87 H 0.12
88 H 0.18
89 H 0.16
90 H 0.06
91 H 0.06
92 H 0.14

2 unconnected molecules or ions with the total composition C4H12, computed with the ωB97M-V functional and the def2-TZVPD basis.

Geometry as XYZ:
```
16
Properties=species:S:1:pos:R:3:forces:R:3
C 0.41954 -2.19448 -0.51633 1.0 0.3 -1.2
C -0.74748 -2.36531 0.43678 0.5 1.6 0.6
C 0.38120 2.88242 0.51890 1.5 -1.8 0.2
C -0.16136 1.70295 -0.25630 -0.7 -0.6 -2.7
H 0.17891 -2.70052 -1.46289 0.6 -0.6 0.4
H 0.72245 -1.23088 -0.95116 -0.8 0.5 0.8
H -1.32234 -3.19315 0.07032 -0.7 -0.2 0.3
H 0.19130 1.88029 -1.29667 0.0 -0.4 0.3
H 1.47490 2.86593 0.38887 -0.1 0.1 -0.1
H 1.37045 -2.48290 -0.05406 -0.2 -0.7 -0.4
H 0.08730 0.64298 -0.05867 0.4 0.8 0.6
H -1.24447 1.65476 -0.46462 0.1 0.5 0.8
H -1.31707 -1.43051 0.55461 -0.3 -0.5 -0.4
H 0.06705 3.79310 0.04895 -0.6 0.6 0.5
H 0.30021 2.70727 1.58424 -0.7 0.9 0.3
H -0.40058 -2.53195 1.45803 0.0 -0.4 -0.1
```
Positions in Å, forces in eV/Å.

Output
E_LUMO   1.13 eV
E_HOMO   -11.194 eV
HOMO-LUMO gap   0.453 Ha
Charge   0
F_max   2.8 eV/A
SMILES string   CC.CC
Molar mass   60.1 g/mol

List of Löwdin charges in e, atom by atom:
1 C -0.19
2 C -0.16
3 C -0.17
4 C -0.19
5 H 0.07
6 H 0.04
7 H 0.05
8 H 0.07
9 H 0.07
10 H 0.07
11 H 0.04
12 H 0.06
13 H 0.06
14 H 0.06
15 H 0.06
16 H 0.06

19 unconnected molecules or ions with the total composition H38O19, computed with the ωB97M-V functional and the def2-TZVPD basis.

Geometry as XYZ:
```
57
Properties=species:S:1:pos:R:3:forces:R:3
O -4.37103 -2.32629 -1.08715 -4.2 -2.0 0.8
O -1.22333 2.28705 4.01515 -3.4 4.5 -0.9
O 1.83218 -3.39570 -2.13872 0.5 1.3 5.5
O -0.04912 3.43492 0.82762 -2.8 0.1 -0.7
O -0.68339 -3.43909 0.29159 -0.6 2.7 -2.7
O 3.16647 0.42515 -1.22054 -1.1 3.1 -0.5
O 0.38711 -0.13931 0.59346 -0.1 1.5 3.5
O -3.33453 0.29615 0.71219 -3.7 7.3 2.9
O -3.41896 3.73850 -0.21186 -2.5 -3.8 2.0
O 3.43942 2.57137 0.94574 1.5 1.3 1.1
O 0.82697 -1.88646 2.88470 0.9 0.1 -0.5
O -0.12262 -2.17774 -3.53946 2.1 2.1 -2.1
O 2.23658 4.41101 -0.73205 -0.7 1.2 -1.8
O 1.41876 1.58492 2.60099 -1.5 0.4 4.3
O 3.42453 -2.00852 0.51378 -1.3 -0.6 0.2
O -1.55733 -1.70281 3.63064 -2.0 -2.6 0.4
O -1.30690 0.98783 -2.92427 -1.3 2.4 -1.9
O -1.97054 -1.57507 -1.68202 -0.7 -0.5 -0.9
O 2.16666 -0.86260 -4.51992 1.1 -0.6 0.5
H -0.57438 3.64017 0.00319 1.2 -0.1 0.8
H 2.21077 0.65843 -1.37709 1.0 -0.9 0.3
H 1.75477 0.01396 -4.58698 1.0 -0.1 0.5
H -3.92634 2.77283 -0.08006 2.0 4.0 -0.9
H 1.57786 1.27643 3.55214 1.1 -0.7 -1.9
H -2.07162 1.92550 4.23734 0.3 -1.2 0.3
H 0.60889 0.29863 1.53639 0.9 -0.7 -2.9
H 3.49451 1.39022 -1.20935 0.0 -2.2 0.2
H -1.54186 0.36816 -3.62064 0.6 -0.6 0.9
H -3.60581 -1.88033 -1.17977 4.2 2.1 -0.4
H 0.91529 -2.14725 3.81837 -0.8 0.2 -0.8
H -1.34870 -2.68195 3.86396 -0.6 2.4 -0.6
H 0.72823 2.17962 3.01228 0.7 0.3 -2.4
H -0.85736 0.76891 -2.14297 0.8 -1.5 1.0
H -0.09363 -1.82803 2.53422 1.1 -0.4 1.2
H 3.62100 2.78898 1.90264 -0.7 -0.7 -1.7
H -0.46364 -0.34926 0.99487 -0.9 -0.8 -1.1
H 1.63340 3.94410 -0.19290 -1.5 -0.6 1.0
H -1.38431 -2.67872 -0.05993 2.9 -3.0 0.7
H 1.66961 -4.31763 -2.18185 -0.2 -1.7 -0.6
H 2.49689 -2.12301 0.82810 0.9 0.3 0.1
H -0.85352 3.32154 1.40061 1.3 0.1 -0.1
H 1.87637 -3.32509 -1.01177 0.4 0.2 -4.7
H -2.46786 -2.07719 -2.39288 1.3 0.7 1.0
H 0.05595 -3.44066 -0.43042 -2.4 0.3 1.8
H 0.62666 -2.54662 -3.07333 -0.1 -1.4 1.6
H -2.89681 3.65721 -0.99035 0.5 -0.4 -1.3
H 3.01626 -0.92880 -3.97107 -2.1 0.9 -1.0
H -4.89444 -1.65260 -0.64963 -0.6 -0.1 0.1
H -2.53649 -1.74755 3.42349 1.5 0.2 0.3
H 2.77592 1.89836 0.88085 -0.6 -0.6 0.6
H 0.61840 -1.67527 -4.07486 -2.3 -0.5 0.3
H 3.02235 4.13047 -0.32877 2.1 -0.5 0.8
H -2.85643 -0.33696 0.38026 4.4 -5.4 -3.3
H -2.89230 1.17575 0.51435 -0.5 -2.0 0.3
H -0.44739 1.85559 4.02366 2.7 -3.6 0.9
H -1.19343 -1.22111 -2.14931 -0.1 -0.6 -0.1
H 3.34224 -1.33012 -0.16266 0.1 0.4 -0.1
```
Positions in Å, forces in eV/Å.

Output
E_LUMO   -0.46 eV
E_HOMO   -10.803 eV
HOMO-LUMO gap   0.380 Ha
Charge   0
F_max   8.7 eV/A
Molar mass   342.3 g/mol

List of Löwdin charges in e, atom by atom:
1 O 0.00
2 O 0.02
3 O -0.09
4 O -0.08
5 O -0.16
6 O -0.09
7 O -0.11
8 O 0.01
9 O -0.10
10 O -0.07
11 O -0.10
12 O -0.12
13 O -0.03
14 O -0.08
15 O -0.07
16 O -0.12
17 O -0.03
18 O -0.11
19 O -0.08
20 H 0.07
21 H 0.06
22 H 0.06
23 H 0.13
24 H 0.11
25 H 0.06
26 H 0.07
27 H 0.08
28 H 0.05
29 H -0.11
30 H 0.05
31 H 0.11
32 H 0.05
33 H -0.01
34 H 0.00
35 H 0.09
36 H -0.01
37 H -0.05
38 H 0.09
39 H 0.03
40 H 0.02
41 H 0.05
42 H 0.16
43 H 0.11
44 H 0.04
45 H -0.04
46 H 0.00
47 H 0.11
48 H 0.04
49 H 0.08
50 H 0.00
51 H 0.06
52 H -0.03
53 H -0.10
54 H 0.06
55 H -0.06
56 H 0.01
57 H -0.02

A molecular structure, C9H15Cl2NPb, computed with the ωB97M-V functional and the def2-TZVPD basis.

Geometry as XYZ:
```
28
Properties=species:S:1:pos:R:3:forces:R:3
Pb -1.46157 -0.48140 -0.65534 0.6 4.8 2.3
Cl -1.06262 1.26123 -2.81120 -1.5 1.6 1.1
Cl -2.66430 -0.45513 1.63459 0.4 0.2 0.4
N -0.12998 1.62568 1.46189 -0.2 0.8 1.6
C 0.17302 -1.27061 -3.01417 0.6 0.4 0.3
C -0.33108 2.11800 2.49523 0.4 -0.8 -1.8
C 1.09872 -2.00228 -0.75345 0.6 0.4 0.6
C 2.46502 -1.51758 -1.12266 -0.1 0.4 0.2
C 1.50679 -1.63817 -3.56800 0.5 -0.8 -0.3
C -3.16333 -1.46844 -1.12548 -1.0 -2.8 -3.1
C -0.57601 2.73523 3.78929 -0.2 0.2 0.4
C 0.12369 -1.91408 -1.65906 -1.5 -0.8 -1.2
C 2.65839 -1.23165 -2.62414 -0.1 0.3 -0.6
H 1.47275 -2.73874 -3.63274 0.5 0.2 -0.4
H 1.63392 -1.21542 -4.57363 0.2 -0.2 0.3
H 0.89180 -2.27649 0.29620 0.2 -0.4 -0.7
H -1.41150 2.22720 4.29227 0.3 0.1 -0.2
H 3.18219 -2.27058 -0.79270 0.1 0.1 0.2
H 0.03423 -0.13111 -2.98770 0.8 -2.2 0.2
H -3.03552 -1.61664 -2.24136 -1.0 0.2 0.6
H 2.68454 -0.58422 -0.56176 -0.1 -0.6 -0.1
H 3.54569 -1.76152 -2.96644 0.2 0.2 0.0
H -3.00437 -2.50036 -0.75223 -0.7 0.4 0.4
H 0.31507 2.66293 4.42769 -0.2 0.0 -0.3
H -0.86288 -2.39320 -1.52864 0.9 -0.8 0.3
H -0.83553 3.79612 3.66665 0.1 -0.3 0.0
H 2.84466 -0.15692 -2.73765 0.0 -0.2 -0.1
H -0.68022 -1.59518 -3.61219 0.2 -0.2 -0.1
```
Positions in Å, forces in eV/Å.

Output
E_LUMO (spin up / spin down)   -2.39 / -1.57 eV
E_HOMO (spin up / spin down)   -8.842 / -8.038 eV
HOMO-LUMO gap (spin up / spin down)   0.237 / 0.238 Ha
Charge   0
F_max   5.3 eV/A
Molar mass   415.3 g/mol

List of Löwdin charges in e, atom by atom:
1 Pb 0.97
2 Cl -0.03
3 Cl -0.17
4 N 0.10
5 C -0.34
6 C -0.28
7 C -0.10
8 C -0.16
9 C -0.20
10 C -0.30
11 C -0.07
12 C -0.35
13 C -0.17
14 H 0.12
15 H 0.12
16 H 0.13
17 H 0.09
18 H 0.11
19 H -0.12
20 H -0.01
21 H 0.13
22 H 0.11
23 H -0.02
24 H 0.09
25 H 0.06
26 H 0.09
27 H 0.12
28 H 0.11